{
  "formula": "C32H84F8N8O20PS8",
  "method": "ωB97M-V with the def2-TZVPD basis set",
  "elements": ["C", "C", "C", "O", "C", "N", "H", "H", "H", "H", "H", "H", "H", "H", "H", "H", "H", "H", "C", "C", "C", "O", "C", "N", "H", "H", "H", "H", "H", "H", "H", "H", "H", "H", "H", "H", "C", "C", "C", "O", "C", "N", "H", "H", "H", "H", "H", "H", "H", "H", "H", "H", "H", "H", "C", "C", "C", "O", "C", "N", "H", "H", "H", "H", "H", "H", "H", "H", "H", "H", "H", "H", "C", "C", "C", "C", "P", "C", "C", "C", "C", "C", "C", "C", "C", "C", "C", "C", "C", "H", "H", "H", "H", "H", "H", "H", "H", "H", "H", "H", "H", "H", "H", "H", "H", "H", "H", "H", "H", "H", "H", "H", "H", "H", "H", "H", "H", "H", "H", "H", "H", "H", "H", "H", "H", "N", "S", "O", "O", "F", "S", "O", "O", "F", "N", "S", "O", "O", "F", "S", "O", "O", "F", "N", "S", "O", "O", "F", "S", "O", "O", "F", "N", "S", "O", "O", "F", "S", "O", "O", "F"],
  "positions_angstrom": [[-4.6867, 9.8669, 24.1875], [-5.8622, 10.5884, 24.8016], [-6.3707, 9.9728, 26.0810], [-5.3681, 9.9043, 27.0682], [-5.6438, 10.4149, 28.3614], [-5.3204, 11.9686, 25.1727], [-5.9772, 12.7045, 25.4372], [-4.5748, 11.9170, 25.8681], [-4.9436, 12.2994, 24.2814], [-5.0874, 8.9697, 23.7178], [-3.8576, 9.7194, 24.8804], [-4.1695, 10.3604, 23.3567], [-6.6246, 10.7590, 24.0431], [-6.7702, 8.9696, 25.9122], [-7.2181, 10.5272, 26.5028], [-6.2479, 9.6727, 28.8823], [-6.1030, 11.4101, 28.3548], [-4.7053, 10.5990, 28.8821], [-8.3874, 1.1092, 22.1442], [-7.1950, 1.8151, 21.5064], [-6.8044, 3.0863, 22.1947], [-5.6548, 3.6339, 21.5961], [-4.8300, 4.3396, 22.5032], [-6.0008, 0.8501, 21.5586], [-5.6825, 0.6623, 22.5071], [-6.2267, 0.0488, 20.9766], [-5.2347, 1.3874, 21.1380], [-9.2436, 1.7762, 22.2296], [-8.2143, 0.5892, 23.0848], [-8.7039, 0.3530, 21.4203], [-7.2975, 1.9729, 20.4326], [-6.6580, 2.8887, 23.2662], [-7.5983, 3.8376, 22.1355], [-3.9889, 4.7983, 21.9994], [-4.3534, 3.6327, 23.1975], [-5.4204, 5.0173, 23.1248], [1.4636, 3.4610, 20.3625], [0.9062, 4.8646, 20.5616], [1.9195, 5.9868, 20.8676], [2.8312, 5.4182, 21.7893], [3.6080, 6.3596, 22.4884], [0.0008, 5.3146, 19.4654], [0.4755, 5.6971, 18.6343], [-0.6697, 4.6561, 19.0349], [-0.5436, 6.1425, 19.7685], [2.1263, 3.2740, 21.2060], [2.1085, 3.4324, 19.4815], [0.7121, 2.6751, 20.3496], [0.2236, 4.8486, 21.4144], [1.4157, 6.8824, 21.2381], [2.4652, 6.1273, 19.9278], [2.9459, 7.0056, 23.0761], [4.2456, 6.9805, 21.8535], [4.2379, 5.7919, 23.1719], [-5.3247, 7.5222, 19.0516], [-4.7300, 6.1307, 19.2009], [-5.6571, 5.1257, 18.5026], [-6.9233, 5.1693, 19.1180], [-7.9589, 4.9081, 18.1847], [-3.3726, 6.1630, 18.5130], [-3.4587, 6.7802, 17.6858], [-2.5989, 6.5531, 19.0650], [-3.1581, 5.1641, 18.3718], [-5.8054, 7.6422, 18.0778], [-4.6628, 8.3861, 19.1503], [-6.1420, 7.7710, 19.7317], [-4.6016, 5.8397, 20.2420], [-5.1788, 4.1381, 18.5186], [-5.7353, 5.3835, 17.4432], [-7.8704, 4.0372, 17.5228], [-8.0072, 5.7796, 17.5282], [-8.9205, 4.6763, 18.6447], [-0.5977, 18.3034, 18.2765], [-0.4587, 18.3814, 16.7548], [0.6051, 17.4257, 16.1809], [2.0390, 17.7975, 16.6437], [3.2961, 16.5679, 16.2226], [2.6718, 14.8484, 16.2795], [2.1853, 14.3891, 17.6601], [1.7433, 12.9180, 17.6141], [1.5696, 12.2676, 18.9906], [4.7536, 16.7634, 17.3067], [5.7174, 15.5517, 17.2520], [6.9777, 15.7575, 18.1325], [7.7860, 14.4641, 18.1806], [3.6283, 17.0060, 14.4592], [4.7056, 16.1163, 13.8339], [4.7202, 16.2338, 12.2952], [5.4362, 17.4994, 11.8118], [-1.4125, 18.9317, 18.6290], [0.3028, 18.6478, 18.7963], [-0.6607, 17.2759, 18.6430], [-0.2555, 19.4269, 16.5228], [-1.4294, 18.1018, 16.3443], [0.6243, 17.5787, 15.0958], [0.3408, 16.3704, 16.2267], [2.1192, 17.9177, 17.7294], [2.5315, 18.6997, 16.2735], [3.3332, 14.0630, 15.9199], [1.7843, 14.9508, 15.6469], [1.3906, 15.0360, 18.0379], [3.0401, 14.5263, 18.3324], [2.2257, 12.2588, 16.8878], [0.7447, 12.9515, 17.1593], [0.6957, 12.7871, 19.3858], [2.4408, 12.4150, 19.6288], [1.3962, 11.2021, 18.8617], [4.2595, 16.6994, 18.2813], [5.2472, 17.7219, 17.1546], [6.0572, 15.2965, 16.2461], [5.1254, 14.6802, 17.5376], [6.7061, 15.9988, 19.1644], [7.5633, 16.6016, 17.7703], [8.6827, 14.5508, 18.7987], [8.1663, 14.3145, 17.1662], [7.3292, 13.5443, 18.5421], [4.0672, 18.0076, 14.4246], [2.7401, 17.0442, 13.8294], [4.6246, 15.0407, 14.0398], [5.7155, 16.2120, 14.2457], [3.6859, 16.1480, 11.9559], [5.2222, 15.3490, 11.9029], [5.0876, 18.4385, 12.2403], [5.2062, 17.6174, 10.7482], [6.5151, 17.3578, 11.8309], [1.6186, 6.6686, 17.1678], [2.7485, 7.8948, 17.3639], [3.3511, 8.4466, 16.1860], [3.5437, 7.8434, 18.5544], [1.5793, 8.9741, 17.6151], [2.6830, 5.6188, 16.7198], [3.5976, 5.1525, 17.7495], [3.2241, 5.7229, 15.4010], [1.6557, 4.4058, 16.5762], [-1.5304, 7.6401, 20.2602], [-1.1417, 9.1258, 20.2059], [0.1565, 9.4094, 20.7302], [-2.2031, 10.0631, 20.4182], [-0.9008, 9.1338, 18.6285], [-1.9872, 7.6292, 21.8801], [-3.4044, 7.7559, 22.1108], [-1.0938, 8.1484, 22.8658], [-1.8155, 6.0463, 21.9963], [-2.0842, 3.5542, 18.4233], [-2.2428, 2.4293, 17.3950], [-3.5723, 2.1862, 16.9110], [-1.2950, 1.3731, 17.5199], [-1.6641, 3.2862, 16.1714], [-2.5313, 2.6132, 19.7530], [-1.5796, 1.6672, 20.2337], [-3.9233, 2.2488, 19.8184], [-2.4129, 3.7789, 20.8622], [-3.5240, 7.4990, 15.9229], [-4.5685, 6.7498, 15.0591], [-4.3082, 6.7060, 13.6548], [-5.9172, 6.7558, 15.5771], [-4.1348, 5.2548, 15.5240], [-4.0415, 9.0628, 15.7776], [-5.1925, 9.4593, 16.5323], [-3.9445, 9.5725, 14.4425], [-2.8574, 9.7306, 16.6022]],
  "forces_ev_per_a": [[0.37, -0.18, -0.62], [0.89, 0.46, 0.37], [-1.09, -0.43, 1.19], [1.11, 0.51, -0.81], [-0.13, 0.06, 0.06], [-0.09, 0.76, -1.14], [-0.35, -0.39, 0.36], [0.02, -0.27, 0.03], [0.51, 0.18, 0.23], [0.46, -0.38, 0.38], [-0.40, -0.64, 0.33], [-0.58, 0.45, -0.14], [-0.26, -0.03, 0.26], [0.16, -0.04, -0.36], [-0.06, 0.26, -0.32], [-0.09, 0.33, 0.36], [-0.49, -0.18, -0.25], [0.14, -0.54, -0.10], [-0.39, -0.23, -1.27], [0.15, -0.67, 0.53], [0.31, 0.96, 0.28], [0.13, -0.44, -0.09], [0.17, -0.67, 0.93], [-0.16, 1.62, -0.29], [-0.36, -0.59, 0.04], [0.39, -0.40, 0.34], [0.55, 0.02, -0.61], [0.13, 0.13, 0.19], [0.30, 0.34, 0.13], [-0.14, -0.16, 0.19], [-0.33, 0.17, 0.06], [0.18, -0.08, 0.05], [-0.33, -0.28, -0.09], [-0.44, 0.37, -0.24], [-0.09, -0.10, 0.09], [0.12, 0.38, -0.28], [0.75, 0.62, -0.12], [-0.96, -0.30, 1.27], [0.66, -1.65, -1.12], [-0.36, 0.14, 0.14], [-0.13, 0.11, 0.36], [-0.28, 1.14, -1.34], [0.84, -0.04, -0.05], [0.36, -0.50, 0.64], [0.20, -0.30, 0.25], [-0.07, -0.02, 0.05], [-0.17, -0.13, -0.15], [-0.17, 0.18, -0.22], [0.06, -0.28, 0.13], [0.11, 0.14, -0.01], [-0.03, 0.77, 0.07], [0.12, 0.15, 0.04], [-0.11, -0.09, -0.22], [0.02, 0.03, -0.02], [-0.91, 1.01, 0.02], [-0.45, 1.29, 0.04], [1.00, -0.07, -0.51], [-0.12, -0.92, 0.29], [-0.39, 0.20, -0.86], [-0.99, -0.82, 0.82], [0.16, -0.60, -0.80], [-0.59, 0.27, 0.41], [0.46, 0.35, -1.02], [0.31, -0.19, -0.19], [0.52, -0.40, 0.06], [0.10, -0.59, 0.34], [0.24, 0.07, -0.03], [-0.35, -0.26, 0.26], [-0.04, 0.21, 0.03], [0.99, -0.09, 0.16], [-0.47, -0.05, -0.09], [0.15, 0.69, 0.66], [0.90, -0.18, 0.31], [-0.13, -0.69, 0.83], [0.51, 1.66, -1.28], [0.30, -1.18, 1.40], [0.32, -0.15, -1.48], [-0.96, 0.74, 0.41], [1.09, -0.18, 0.06], [-1.17, 0.04, -0.33], [0.01, 0.58, -0.82], [-0.40, -0.97, -0.38], [0.24, 0.38, 0.01], [-1.08, -0.95, 0.73], [1.30, 0.31, -0.62], [1.61, -0.38, 0.59], [0.35, -1.59, -0.71], [0.39, 0.23, 0.84], [-0.63, -0.51, -1.36], [-0.14, -0.25, 0.06], [0.01, 0.36, -0.19], [-0.63, -0.04, -0.16], [0.10, -0.10, -0.45], [0.06, 0.15, -0.29], [-0.16, 0.11, -0.07], [0.09, 0.01, 0.87], [-0.34, -0.12, 0.08], [-0.75, 0.26, -0.43], [0.26, 0.47, -0.47], [0.20, -0.46, -0.42], [-0.10, -0.09, 0.01], [-0.13, -0.24, 0.29], [0.91, 0.37, 0.24], [-0.13, -0.04, 0.09], [0.04, -0.44, 0.69], [-0.04, 0.00, 0.06], [-0.19, 0.03, 0.25], [0.27, 0.50, 0.23], [-0.12, 0.08, 0.07], [-0.04, 0.35, -0.14], [0.30, -0.11, 0.41], [-0.32, 0.22, -0.08], [0.11, -0.12, -0.18], [-0.04, 0.33, 0.02], [-0.02, -0.48, 0.04], [-0.68, 0.27, -0.18], [-0.35, 0.21, 0.36], [-0.26, -0.29, 0.33], [-0.98, 0.05, 0.14], [-0.06, 1.05, -0.02], [0.00, 0.26, -0.15], [0.11, 0.10, -0.11], [0.24, -0.11, 0.46], [0.07, 0.01, -0.04], [0.03, 0.32, 0.48], [2.17, 2.01, 0.44], [-1.79, 3.54, 0.23], [-0.13, -0.91, 0.40], [-0.73, -0.08, -0.29], [0.46, -0.13, 0.58], [1.49, -5.57, -1.30], [-1.01, 0.68, -0.55], [-0.28, 0.51, 0.43], [-0.31, -0.02, 0.28], [-1.55, -1.22, 3.65], [3.02, 4.39, -4.11], [-0.49, 0.03, 0.18], [-0.08, -0.40, 0.48], [-0.40, 0.09, 0.59], [-1.47, -3.26, 1.03], [0.71, 0.52, -0.55], [-0.26, 0.17, -0.87], [0.21, 0.03, 0.05], [-1.24, -0.37, 4.98], [0.68, -1.46, -8.42], [0.31, -0.25, 1.34], [-0.61, -0.15, 0.55], [0.06, -0.07, 0.66], [0.53, 1.05, 2.78], [-0.32, 0.37, -0.51], [0.36, 0.15, -0.37], [-0.04, 0.00, -0.88], [-0.30, 2.93, 0.80], [-1.43, -4.89, -1.59], [-0.47, 0.61, 0.72], [0.46, 0.80, -0.55], [0.35, 0.44, 0.14], [0.96, 2.00, 0.20], [0.25, -0.72, 0.05], [0.17, -0.54, 0.68], [-0.04, -0.47, -0.30]],
  "e_above_lowest_kcal_mol": 4.2,
  "largest_force_ev_per_a": 8.57,
  "total_charge": 1,
  "energy_ev": -205113.997
}